C6H5NS | ωB97M-V/def2-TZVPD

Structure (XYZ):
```
13
Properties=species:S:1:pos:R:3:forces:R:3
C -2.644428 -1.394470 0.218559 -0.93 -1.89 -0.62
C -2.063044 0.744701 1.353011 0.87 0.46 -0.95
C -1.998661 -0.214111 0.446026 1.52 1.17 -0.67
C -1.093926 1.632771 0.615078 -0.01 1.20 -0.37
C -0.988538 0.582247 -0.415818 0.91 -0.53 -0.50
C 1.133713 -0.860493 -1.209116 -2.47 -1.16 3.43
N -3.128045 -2.397751 -0.067507 -0.11 -0.13 0.10
S -1.724006 2.003372 -1.204962 0.44 -0.63 1.12
H -2.653190 0.803639 2.196645 -1.04 0.49 1.75
H -0.408965 2.422170 0.985488 -0.39 -0.97 -0.36
H 0.574186 -1.769015 -0.979857 -0.16 0.14 -0.95
H 1.683749 -0.692921 -0.310613 0.88 0.98 -0.09
H 1.268945 -0.503148 -2.159181 0.49 0.87 -1.88
```
Positions in Å, forces in eV/Å.

Computed properties:
lowest unoccupied orbital energy (alpha / beta)	-0.6 / -1.1	eV
maximum force	4.4	eV/A
ΔE to the lowest compared entry with this formula, charge and spin	140.6	kcal/mol
E_tot	-684.3073	a.u.
Kohn-Sham gap (alpha / beta)	8.31 / 7.80	eV
HOMO energy (alpha / beta)	-0.32672 / -0.32765	Ha
total charge	0